Density functional theory data (the ωB97M-V functional and the def2-TZVPD basis) for a structure of composition I2Zn.

For the HOMO-LUMO gap, the calculation gives 8.29 eV.

Last column: natural (NBO) charge in e.
Atoms and positions in Å:
Zn  0.67231  0.03359  0.06853  1.213
I  -0.23566  -0.63489  -1.59621  -0.611
I  -0.43665  0.60130  1.52768  -0.603

Cartesian forces, eV/Å:
13.3609 -1.2783 -3.5444
-4.2607 -4.4949 -11.2408
-9.1002 5.7732 14.7852

---

Density functional theory data (the ωB97M-V functional and the def2-TZVPD basis) for the ion I6P3 with charge +1.

For the HOMO-LUMO gap (alpha / beta), the calculation gives 5.62 / 5.69 eV. The net charge is +1.

Last column: natural (NBO) charge in e.
Atoms and positions in Å:
P  -1.24147  1.22720  -1.03975  0.179
P  -0.63602  -1.53636  1.22866  0.184
P  0.45063  0.12876  0.00339  0.091
I  -2.35092  -0.62977  -2.29957  0.052
I  0.12825  2.47402  -2.70161  0.059
I  -1.83924  -0.13091  2.84225  0.071
I  1.18378  -2.68826  2.32318  0.096
I  1.93218  -1.14308  -1.36312  0.164
I  2.37280  2.29840  1.00656  0.103

Forces on atoms 1 to 3 (eV/Å):
0.1378 0.0933 -0.7779
0.2211 0.7152 0.0044
1.2072 0.6182 0.6633

---

Density functional theory data (the ωB97M-V functional and the def2-TZVPD basis) for the ion IN2 with charge +1.

As for the multiplicity: 3. For the HOMO-LUMO gap (alpha / beta), the calculation gives 7.57 / 6.63 eV. The net charge is +1.

Last column: Löwdin spin population.
Atoms and positions in Å:
N  0.72884  0.20990  1.19406  0.154
N  0.04523  0.01326  0.25408  0.308
I  -0.77407  -0.22316  -1.44814  1.537

Cartesian forces, eV/Å:
-4.1286 -1.1892 -7.0010
7.8777 2.2724 15.8952
-3.7491 -1.0832 -8.8941

---

Calculated values (eV) of DFT total energy for the records, taken in order: -64615.5434; -76464.7753; -11067.3951.
Calculated values (eV/Å) of max |F| for the records, taken in order: 18.30; 2.53; 17.89.